(1)
The following is a quantum chemistry calculation of a structure of composition C41H40Co2N2O5P, from the OMol25 dataset.

Geometry as XYZ:
```
91
C41H40Co2N2O5P, DFT ωB97M-V/def2-TZVPD
O 1.6626 3.1076 1.2999
C 0.8118 2.3275 1.3767
Co -0.3953 1.0695 1.3642
C 0.2139 -0.0454 2.6429
O 0.7103 -0.4946 3.5924
C -1.3966 2.1539 2.3423
O -1.9004 2.9146 3.0589
C -1.0658 0.5826 -0.2434
C 0.3092 0.3956 -0.1511
C 1.4604 -0.0067 -0.7456
C 2.5125 -0.5321 0.1181
C 3.8311 -0.0059 0.0797
C 4.8102 -0.4947 0.9377
C 4.4898 -1.4684 1.8946
C 3.1912 -1.9862 1.9490
C 2.2198 -1.5379 1.0624
Co -1.9563 -0.7227 0.8123
C -1.4850 -1.9920 1.8945
O -1.2354 -2.8852 2.5956
C -2.5804 -1.4197 -0.6278
O -3.0522 -1.8426 -1.6015
P -3.7431 -0.0271 1.6463
C -3.9242 0.1819 3.4514
C -5.1722 0.4800 4.0189
C -5.2855 0.6230 5.4043
C -4.1688 0.4253 6.2222
C -2.9393 0.0806 5.6592
C -2.8125 -0.0197 4.2723
C -4.3168 1.5527 0.9293
C -4.7096 2.6411 1.7153
C -5.0112 3.8604 1.1061
C -4.9514 3.9868 -0.2829
C -4.6041 2.8891 -1.0729
C -4.2788 1.6721 -0.4693
C -5.1724 -1.1364 1.2980
C -6.2884 -0.7344 0.5513
C -7.2764 -1.6660 0.2143
C -7.1749 -2.9881 0.6497
C -6.0825 -3.3813 1.4297
C -5.0879 -2.4578 1.7638
H -1.5738 1.0616 -1.0679
H 1.6637 0.1388 -1.8109
H 4.0343 0.8072 -0.6313
H 5.8207 -0.0832 0.8723
H 5.2421 -1.7945 2.6155
H 2.9292 -2.7424 2.6915
H 1.2228 -1.9926 1.0277
H -6.0449 0.6237 3.3782
H -6.2491 0.8869 5.8406
H -4.2555 0.5331 7.3034
H -2.0670 -0.1054 6.2847
H -1.8444 -0.2599 3.8239
H -4.7983 2.5392 2.7953
H -5.2872 4.7116 1.7311
H -5.1687 4.9472 -0.7528
H -4.5737 2.9654 -2.1603
H -4.0000 0.8122 -1.0869
H -6.3955 0.3006 0.2279
H -8.1239 -1.3490 -0.3942
H -7.9410 -3.7161 0.3785
H -5.9932 -4.4110 1.7760
H -4.2410 -2.7648 2.3851
C 6.6871 2.2169 -2.1039
C 5.6631 3.2057 -2.7105
C 4.8034 2.3859 -3.6855
N 5.0645 1.0021 -3.3568
C 4.7464 0.0670 -4.3894
C 4.5902 -1.3102 -3.7721
C 4.2414 -2.4136 -4.7754
C 3.4944 -3.4462 -3.9046
C 3.0768 -2.6961 -2.6180
N 3.4939 -1.3254 -2.8446
C 6.3583 0.8331 -2.6947
H 7.7140 2.5012 -2.3557
H 6.5829 2.1825 -1.0147
H 5.0164 3.6161 -1.9290
H 6.1548 4.0282 -3.2369
H 3.7239 2.5783 -3.5761
H 5.0643 2.6083 -4.7403
H 3.7833 0.3455 -4.8444
H 5.5210 0.0038 -5.1821
H 5.5474 -1.5720 -3.2673
H 3.5646 -1.9993 -5.5339
H 5.1260 -2.8057 -5.2865
H 2.6221 -3.8452 -4.4251
H 4.1564 -4.2794 -3.6507
H 1.9935 -2.7388 -2.4438
H 3.5687 -3.1331 -1.7289
H 3.6903 -0.7777 -2.0151
H 7.1521 0.4964 -3.3960
H 6.2874 0.0639 -1.9038
```

Results
- DFT total energy (Eh) = -5178.916057
- E_LUMO (eV) = 2.6517
- Kohn-Sham gap (eV) = 6.412
- multiplicity = 1
- total charge = -1
- HOMO level (hartree) = -0.138


(2)
The following is a quantum chemistry calculation of a structure of composition C35H33Br2FeNO4Sb2, from the OMol25 dataset.

Geometry as XYZ:
```
78
C35H33Br2FeNO4Sb2, DFT ωB97M-V/def2-TZVPD
Fe 1.7494 -1.0497 0.7664
O 4.0498 2.1340 -0.8377
C 3.4823 1.0061 -0.5118
O 2.9528 0.7966 0.5712
C 3.5134 -0.0746 -1.5357
C 4.2474 -0.0802 -2.7104
C 4.2423 -1.2466 -3.4657
C 3.5498 -2.3626 -3.0119
C 2.8401 -2.2606 -1.8235
N 2.8066 -1.1252 -1.1371
C 2.1547 -3.3587 -1.0662
O 2.0577 -4.5667 -1.5533
O 1.7292 -3.1183 0.0535
H 3.9587 2.7782 -0.1060
H 4.8153 0.7886 -3.0129
H 4.8039 -1.2977 -4.3885
H 3.5955 -3.2836 -3.5784
H 2.3199 -4.6412 -2.4815
C -0.6824 0.1334 -2.1778
C -0.8829 1.6119 -1.8154
C 0.1917 2.2762 -0.9511
Sb 0.1850 1.6747 1.1246
C 1.4943 3.1177 1.9752
C 2.0638 4.1329 1.2075
C 2.9877 5.0063 1.7722
C 3.3424 4.8708 3.1076
C 2.7720 3.8665 3.8771
C 1.8576 2.9874 3.3109
C -1.7154 2.4829 1.6072
C -2.7359 1.6719 2.0901
C -3.9778 2.2193 2.3868
C -4.1973 3.5761 2.2040
C -3.1747 4.3924 1.7360
C -1.9335 3.8491 1.4418
Sb -0.9136 -1.2967 -0.5932
C -2.9405 -1.0557 -0.0516
C -3.4122 -1.7551 1.0565
C -4.7486 -1.6655 1.4177
C -5.6150 -0.8761 0.6728
C -5.1486 -0.1855 -0.4365
C -3.8127 -0.2758 -0.8020
C -1.0141 -3.1578 -1.6196
C -1.0718 -3.2435 -3.0087
C -1.1550 -4.4862 -3.6281
C -1.1953 -5.6423 -2.8616
C -1.1462 -5.5603 -1.4757
C -1.0453 -4.3228 -0.8581
H 0.3218 -0.0262 -2.5848
H -1.3848 -0.1365 -2.9688
H -1.8581 1.7644 -1.3457
H -0.9264 2.1619 -2.7601
H -0.0064 3.3503 -0.9326
H 1.1857 2.1474 -1.3902
H 1.7734 4.2723 0.1707
H 3.4112 5.8051 1.1764
H 4.0525 5.5555 3.5512
H 3.0371 3.7686 4.9216
H 1.4218 2.2070 3.9259
H -2.5758 0.6120 2.2442
H -4.7679 1.5831 2.7630
H -5.1632 4.0041 2.4367
H -3.3419 5.4537 1.6088
H -1.1372 4.4994 1.0954
H -2.7433 -2.3719 1.6482
H -5.1138 -2.2129 2.2766
H -6.6575 -0.8062 0.9535
H -5.8259 0.4214 -1.0226
H -3.4700 0.2581 -1.6795
H -1.0692 -2.3494 -3.6217
H -1.2120 -4.5471 -4.7073
H -1.2778 -6.6080 -3.3425
H -1.1851 -6.4604 -0.8766
H -0.9893 -4.2748 0.2244
Br 1.1709 -1.6089 3.2586
C 2.9028 -2.3994 3.6396
Br 4.1170 -2.0435 2.1851
H 2.7758 -3.4697 3.7372
H 3.2914 -1.9338 4.5360
```

Results
- energy above the lowest of the compared OMol25 structures with the same formula, charge and spin (eV) = 0.000
- <S²> = 6.01
- DFT total energy (Eh) = -8600.972139
- E_LUMO (spin up / spin down) (eV) = -6.6784 / -6.7107
- Kohn-Sham gap (spin up / spin down) (eV) = 6.110 / 6.375
- multiplicity = 5
- total charge = +2
- HOMO level (spin up / spin down) (hartree) = -0.470 / -0.481


(3)
The following is a quantum chemistry calculation of a structure of composition C39H47Cl2IrN8O3SSb, from the OMol25 dataset.

Geometry as XYZ:
```
102
C39H47Cl2IrN8O3SSb, DFT ωB97M-V/def2-TZVPD
Ir 0.6494 0.8247 -0.0139
Cl -2.4451 0.6203 -3.8635
C -1.2195 -0.5036 -3.4054
C -0.8322 -1.4908 -4.3328
C 0.1623 -2.3787 -4.0398
Cl 0.5866 -3.6063 -5.1725
C 0.8733 -2.2689 -2.8191
C 1.9385 -3.1123 -2.4226
C 2.5839 -2.8798 -1.2392
C 2.2202 -1.7718 -0.4577
N 1.2200 -0.9886 -0.7991
C 0.5019 -1.2372 -1.9376
C -0.6245 -0.3997 -2.1631
O -1.0230 0.4568 -1.2218
H -1.3420 -1.5416 -5.2852
H 2.2331 -3.9295 -3.0664
H 3.4066 -3.4991 -0.9123
H 2.7938 -1.4833 0.4197
N -0.5517 4.5707 1.3793
C -0.5451 3.7585 0.3186
N -0.1119 2.5823 0.7253
C 0.1549 2.7507 2.0538
N -0.1104 3.9534 2.4860
C 0.6253 1.5761 2.7700
C 0.9021 1.5412 4.1250
N 1.2944 0.4286 4.7333
C 1.4200 -0.6516 3.9768
C 1.1692 -0.6375 2.6093
N 0.7612 0.4708 2.0060
H -0.8378 5.5376 1.4260
H -0.8605 4.0282 -0.6754
H 0.7976 2.4418 4.7181
H 1.7516 -1.5666 4.4513
H 1.2897 -1.5272 2.0102
C 7.8703 -1.4629 -3.0777
C 6.8803 -0.8331 -2.1416
C 5.5496 -0.6571 -2.5115
C 4.6398 -0.0573 -1.6532
C 5.0676 0.3783 -0.4076
C 6.3951 0.2239 -0.0192
C 7.2852 -0.3859 -0.8823
S 3.9933 1.1236 0.7780
O 3.6245 0.1319 1.7606
O 4.5968 2.3412 1.2249
N 2.6119 1.4438 -0.0330
C 2.5332 2.3339 -1.0729
C 3.4690 3.2419 -1.5608
C 3.0731 4.0522 -2.6080
C 1.7847 3.9573 -3.1404
C 0.9255 3.0164 -2.6179
N 1.3067 2.2135 -1.6228
H 7.3733 -1.9734 -3.9005
H 8.5020 -2.1803 -2.5547
H 8.5264 -0.7008 -3.5021
H 5.2201 -0.9859 -3.4894
H 3.6129 0.0750 -1.9676
H 6.7238 0.5841 0.9472
H 8.3175 -0.5101 -0.5794
H 4.4467 3.3277 -1.1089
H 3.7692 4.7763 -3.0103
H 1.4657 4.5890 -3.9559
H -0.0730 2.8555 -3.0113
C -3.7292 1.8563 2.8068
C -3.5961 0.3445 2.9531
C -4.9045 -0.2670 3.4589
C -2.4637 0.0061 3.9199
Sb -3.0592 -0.4670 0.9840
C -4.5900 0.0790 -0.4938
C -4.2947 1.5226 -0.8883
C -4.4844 -0.8520 -1.6939
C -5.9765 -0.0370 0.1391
C -2.6253 -2.6016 1.0946
C -2.6007 -3.2054 -0.3073
C -1.2380 -2.7494 1.7102
C -3.6997 -3.2578 1.9641
H -3.9077 2.2931 3.7921
H -4.5723 2.1343 2.1710
H -2.8203 2.3120 2.4041
H -5.1615 0.2321 4.3987
H -4.8116 -1.3312 3.6751
H -5.7410 -0.1205 2.7789
H -2.6832 0.4558 4.8923
H -1.5070 0.4019 3.5843
H -2.3655 -1.0699 4.0795
H -3.3028 1.6159 -1.3341
H -4.3814 2.2069 -0.0412
H -5.0328 1.8298 -1.6349
H -3.4635 -0.9637 -2.0560
H -5.0787 -0.4259 -2.5064
H -4.8958 -1.8372 -1.4731
H -6.1398 0.7017 0.9240
H -6.1835 -1.0328 0.5349
H -6.7138 0.1582 -0.6462
H -1.9327 -2.6594 -0.9794
H -3.5899 -3.2546 -0.7578
H -2.2294 -4.2305 -0.2325
H -0.4845 -2.2925 1.0624
H -1.0001 -3.8128 1.7968
H -1.1681 -2.3131 2.7093
H -4.7132 -3.0490 1.6149
H -3.6177 -2.9632 3.0114
H -3.5630 -4.3427 1.9219
```

Results
- energy above the lowest of the compared OMol25 structures with the same formula, charge and spin (eV) = 0.000
- <S²> = 0.75
- DFT total energy (Eh) = -3840.768142
- E_LUMO (spin up / spin down) (eV) = -5.6709 / -7.2491
- Kohn-Sham gap (spin up / spin down) (eV) = 7.088 / 5.507
- multiplicity = 2
- total charge = +2
- HOMO level (spin up / spin down) (hartree) = -0.469 / -0.469


(4)
The following is a quantum chemistry calculation of a cluster of 4 separate species, C3H13NO3 in total, from the OMol25 dataset.

Geometry as XYZ:
```
20
C3H13NO3, DFT ωB97M-V/def2-TZVPD
C -0.5187 -0.9404 1.6534
C -1.1442 -1.0162 0.2506
C -0.6879 -2.6777 -1.4529
N -0.2983 -1.6035 -0.8115
H 0.2611 -0.1954 1.6387
H -1.2303 -0.4875 2.3738
H -0.1834 -1.9479 1.7401
H -1.5088 0.0323 0.1007
H -2.0215 -1.6900 0.4081
H -1.7525 -2.7723 -1.7895
H 0.1135 -3.2249 -1.9076
H -1.0634 3.2073 2.3653
H 0.1597 3.0866 1.1946
O -0.0991 3.0427 2.1589
H 0.9179 -1.0713 -2.2456
H 1.5898 0.0919 -2.7745
O 1.6120 -0.8745 -2.8973
H 2.2497 2.5057 0.5459
H 1.7019 3.1925 -0.7241
O 1.9027 3.3425 0.1730
```

Results
- energy above the lowest of the compared OMol25 structures with the same formula, charge and spin (eV) = 4.005
- <S²> = 0.76
- DFT total energy (Eh) = -402.140419
- E_LUMO (spin up / spin down) (eV) = -6.4716 / -9.3707
- Kohn-Sham gap (spin up / spin down) (eV) = 7.355 / 4.454
- multiplicity = 2
- total charge = +1
- HOMO level (spin up / spin down) (hartree) = -0.508 / -0.508


(5)
The following is a quantum chemistry calculation of an isolated molecule of C2H9N5, from the OMol25 dataset.

Geometry as XYZ:
```
16
C2H9N5, DFT ωB97M-V/def2-TZVPD
C 1.4186 -0.1464 1.9295
N 0.7319 0.7811 1.0814
C 0.1207 0.3180 -0.0558
N 0.4560 -0.8827 -0.5252
N -0.1170 -1.2385 -1.7251
N -0.9362 1.1982 -0.4557
N -2.0043 0.7199 -1.1542
H 2.2835 0.3079 2.4544
H 1.8179 -0.9760 1.3575
H 0.7298 -0.5098 2.7505
H 0.0648 1.4201 1.4842
H -0.2571 -2.2576 -1.6753
H 0.5042 -1.0349 -2.5110
H -0.5603 2.0720 -0.7861
H -2.6119 0.2692 -0.4662
H -1.6406 -0.0405 -1.7030
```

Results
- energy above the lowest of the compared OMol25 structures with the same formula, charge and spin (eV) = 2.743
- DFT total energy (Eh) = -355.298065
- E_LUMO (eV) = 1.0301
- SMILES string = CN/C(=N/N)NN
- Kohn-Sham gap (eV) = 9.052
- multiplicity = 1
- total charge = 0
- HOMO level (hartree) = -0.295